Entry from the OMol25 dataset: 11 unconnected molecules or ions with the total composition C52H94F12O29 at a distorted geometry (ωB97M-V/def2-TZVPD).

Geometry (Å):
C: 7.34645 6.06163 6.17098
C: 8.34737 6.82134 7.12841
O: 8.31024 8.12769 6.66777
C: 9.23838 8.98153 7.02610
O: 10.13276 8.78504 7.80313
C: 9.23142 10.22685 6.22621
F: 8.02637 10.83239 6.29640
F: 10.26594 11.02788 6.64746
F: 9.51080 9.89056 4.96412
H: 7.88534 6.19351 5.23273
H: 6.36316 6.52835 6.11278
H: 7.22784 5.05273 6.56615
H: 9.35115 6.39706 7.10633
H: 7.94882 6.72985 8.13880
C: 1.46045 -2.01141 12.04792
C: 1.78908 -3.48202 11.91172
O: 2.39490 -3.77193 10.67802
C: 3.68715 -3.65537 10.55561
O: 4.54873 -3.50480 11.49355
C: 4.11353 -3.84123 9.07556
F: 5.46134 -3.86380 9.01591
F: 3.67467 -5.02070 8.67973
F: 3.66799 -2.83913 8.25250
H: 1.38271 -1.88844 13.12817
H: 0.86979 -1.61463 11.22221
H: 2.42174 -1.55987 11.80273
H: 0.87749 -4.07305 11.99992
H: 2.44704 -3.86151 12.69350
C: -7.16930 3.44129 -3.44943
C: -8.49722 3.65478 -4.09982
O: -9.34842 3.47922 -2.98253
C: -10.65754 3.25845 -3.16955
O: -11.14772 3.31245 -4.26106
C: -11.34704 3.21542 -1.79685
F: -12.48152 2.45742 -1.83591
F: -10.50783 2.68322 -0.84928
F: -11.68515 4.44071 -1.34328
H: -7.07100 2.50393 -2.90189
H: -6.87765 4.26166 -2.79367
H: -6.49868 3.28936 -4.29517
H: -8.56666 2.89382 -4.87713
H: -8.49500 4.63299 -4.58065
C: -1.16942 9.57479 -3.45675
C: -1.12937 9.17831 -4.99453
O: -0.36876 8.09050 -5.34944
C: 1.04420 8.02372 -5.35640
O: 1.75682 8.89567 -4.96045
C: 1.54232 6.71478 -6.00202
F: 0.62318 5.82953 -5.87324
F: 1.88138 6.93362 -7.27776
F: 2.60588 6.25432 -5.36362
H: -0.18869 10.02480 -3.30259
H: -1.26567 8.75193 -2.74841
H: -2.00069 10.25007 -3.25402
H: -0.83748 10.09774 -5.50202
H: -2.11368 8.86921 -5.34625
C: -4.04436 -4.82896 6.70757
C: -4.16196 -3.92343 7.96083
C: -2.99511 -2.98074 8.08237
O: -3.51719 -1.69449 8.35898
C: -4.83069 -1.75972 8.11875
O: -5.56902 -0.77001 8.11022
O: -5.22038 -3.01531 7.85402
H: -3.65084 -4.20514 5.90504
H: -5.04550 -5.12106 6.39053
H: -3.31226 -5.62085 6.86582
H: -4.38731 -4.45585 8.88487
H: -2.24256 -2.94942 7.29449
H: -2.40503 -3.41399 8.88996
C: 2.54540 -12.48610 4.73773
C: 2.65792 -13.92242 4.41492
C: 2.87057 -14.73918 5.71299
O: 1.93784 -15.79661 5.56800
C: 0.95272 -15.41705 4.79607
O: -0.04112 -16.07146 4.51196
O: 1.32956 -14.31368 4.03588
H: 1.94444 -12.18679 5.59642
H: 2.15466 -11.88839 3.91423
H: 3.52334 -12.00865 4.79908
H: 3.35280 -14.22570 3.63180
H: 2.65862 -14.19234 6.63177
H: 3.87414 -15.16329 5.68047
C: -2.31317 -7.53926 -4.02191
C: -2.10969 -8.96844 -3.68018
C: -0.99161 -9.39792 -2.81967
O: -1.63435 -10.41848 -1.97337
C: -2.91844 -10.14215 -1.87642
O: -3.82488 -10.53144 -1.13743
O: -3.27954 -9.23079 -2.89551
H: -2.55407 -7.37951 -5.07288
H: -1.36220 -7.00674 -4.03439
H: -3.00941 -7.05738 -3.33551
H: -2.05543 -9.69374 -4.49202
H: -0.63900 -8.61672 -2.14626
H: -0.15031 -9.82773 -3.36333
C: 10.63926 -0.67294 -9.62776
O: 9.68081 -1.70085 -9.17855
C: 8.29244 -1.35607 -9.38492
C: 7.91506 -0.18501 -8.42150
O: 8.26716 -0.55440 -7.12686
C: 7.56048 0.17279 -6.07802
C: 6.23413 -0.37923 -5.72312
O: 6.20256 -1.71375 -5.19114
C: 6.34454 -1.85678 -3.70771
H: 10.26513 -0.31562 -10.58716
H: 11.69874 -0.90314 -9.51546
H: 10.41541 0.15933 -8.96044
H: 7.84504 -2.16760 -8.81105
H: 7.76057 -1.33691 -10.33615
H: 6.82701 -0.12285 -8.40218
H: 8.47125 0.70672 -8.71059
H: 7.76689 1.24281 -6.10196
H: 8.16889 -0.11290 -5.21992
H: 5.56649 -0.56163 -6.56520
H: 5.61851 0.33645 -5.17822
H: 7.32272 -1.45776 -3.43933
H: 6.27078 -2.92926 -3.52758
H: 5.55553 -1.33505 -3.16607
C: -8.00536 10.35143 -2.30945
O: -7.28598 9.93282 -1.09166
C: -8.26828 9.43403 -0.15329
C: -7.60026 8.70339 1.09668
O: -6.96602 9.66508 1.90684
C: -5.85076 10.31786 1.33914
C: -4.76142 10.79611 2.43273
O: -5.11871 11.76053 3.39561
C: -4.14158 11.91662 4.38783
H: -8.24937 9.48019 -2.91732
H: -7.29942 10.87694 -2.95256
H: -8.84019 11.02087 -2.10209
H: -8.94907 8.67664 -0.54183
H: -8.83451 10.22160 0.34393
H: -6.93416 7.99147 0.60924
H: -8.21060 7.90125 1.51160
H: -6.11757 11.22388 0.79506
H: -5.21627 9.71767 0.68698
H: -3.77791 11.03383 2.02739
H: -4.37212 9.86988 2.85538
H: -3.24120 12.22911 3.85889
H: -3.89443 10.94219 4.80915
H: -4.53551 12.63853 5.10320
C: -2.28371 -8.86858 -9.72980
O: -1.61409 -8.00934 -8.91115
C: -0.25193 -7.98604 -9.14783
C: 0.49420 -6.82409 -8.31229
O: -0.06041 -5.47679 -8.53305
C: 0.67804 -4.53806 -7.87120
C: -0.13021 -3.25670 -7.68391
O: -0.55272 -3.16796 -6.23369
C: -0.96830 -1.85731 -5.83257
H: -2.44749 -8.54926 -10.75902
H: -3.22938 -8.95217 -9.19423
H: -1.89025 -9.88356 -9.67396
H: -0.14135 -7.92958 -10.23073
H: 0.07031 -8.98942 -8.86944
H: 1.50374 -7.00839 -8.67967
H: 0.32866 -7.03646 -7.25607
H: 1.50040 -4.58560 -8.58502
H: 1.01350 -4.94019 -6.91523
H: -1.07047 -3.22324 -8.23427
H: 0.30968 -2.37966 -8.15867
H: -1.25678 -1.13343 -6.59472
H: -0.06527 -1.29432 -5.59661
H: -1.72023 -1.82657 -5.04405
C: 0.06479 3.49916 5.21468
O: 0.26577 3.11311 3.91434
C: -0.72106 3.20231 2.98516
C: -0.32846 2.61208 1.65506
O: -0.62104 1.23822 1.64427
C: 0.06377 0.41231 2.61763
C: -0.30608 -1.00246 2.30281
O: 0.30177 -1.96658 3.21722
C: 0.62899 -3.21819 2.60380
H: 0.95257 3.40024 5.83930
H: -0.54528 2.69530 5.62664
H: -0.38451 4.49113 5.26200
H: -1.06622 4.23385 2.91532
H: -1.63542 2.70756 3.31268
H: 0.70432 2.79185 1.35651
H: -0.91466 3.10416 0.87895
H: -0.38415 0.55186 3.60149
H: 1.13830 0.58481 2.67864
H: -0.11493 -1.21987 1.25196
H: -1.38919 -1.07420 2.40185
H: 1.01715 -3.13379 1.58876
H: -0.14915 -3.97792 2.67743
H: 1.43958 -3.70778 3.14356

Atomic forces in eV per Å
C 1.7 0.8 1.0
C -2.0 -2.2 0.2
O -0.4 1.7 -0.7
C 1.5 -1.4 1.4
O -0.4 -0.3 0.2
C 0.7 1.4 -0.3
F 1.0 0.2 -0.2
F -1.9 -0.4 -0.5
F -0.3 0.4 -0.4
H -0.6 -0.9 -0.4
H 0.2 0.2 0.2
H 0.2 -0.2 -0.6
H 0.0 0.1 -0.1
H 0.3 0.4 0.2
C 2.7 -0.7 -0.5
C -0.9 -0.5 1.3
O -0.1 -0.1 -1.5
C 3.9 0.6 3.8
O -3.9 -0.5 -4.1
C 1.2 0.9 0.4
F -0.9 0.2 -0.2
F -0.4 -0.2 -0.7
F 0.3 -1.2 0.9
H -1.2 0.9 -0.3
H -1.1 -0.1 0.9
H 0.3 0.5 0.3
H 0.0 -0.2 -0.5
H 0.1 0.4 0.1
C 1.4 -0.3 -0.7
C 1.4 -0.7 0.3
O -1.7 -0.2 0.7
C 1.4 1.7 -1.3
O -0.9 -0.6 0.7
C -0.7 -1.1 1.7
F 1.3 0.8 -0.1
F -1.0 0.3 -1.1
F 0.2 -0.6 -0.7
H -0.5 0.0 0.1
H 0.1 0.0 -0.2
H 0.7 0.5 0.2
H -0.9 -0.1 0.1
H -0.8 0.1 0.3
C 0.8 -0.7 -1.3
C -1.5 1.7 1.9
O 3.7 -2.7 -0.7
C -2.2 2.2 0.5
O -0.1 -0.5 -0.2
C 0.6 1.5 0.6
F -1.7 -1.9 -0.6
F -0.3 -0.2 0.0
F 0.8 0.2 0.2
H -0.3 0.3 0.5
H 0.0 -0.3 -0.3
H 0.2 0.2 -0.2
H 0.2 -0.1 -0.3
H -0.1 0.3 0.1
C -0.2 1.2 0.5
C 0.2 -0.6 -1.1
C 2.1 -1.1 1.2
O 0.2 -0.5 0.1
C -2.5 3.2 -0.3
O 1.9 -2.9 0.1
O -1.6 1.0 -0.6
H 0.0 0.0 -0.1
H 0.2 -0.6 0.2
H -0.4 -0.3 0.1
H 0.5 -0.4 -0.1
H -0.7 0.2 -0.7
H 0.2 0.8 0.7
C 1.1 2.5 -1.0
C -1.5 -0.2 1.5
C 0.8 -0.2 -1.1
O 0.3 -0.5 1.5
C -2.3 -1.3 -4.1
O 1.9 1.7 1.4
O -0.5 -1.1 0.9
H 0.1 -0.6 0.1
H -0.4 -0.4 -0.3
H 0.3 -0.2 0.6
H 0.0 0.3 0.0
H 0.1 0.1 -0.1
H -0.1 0.0 0.5
C 1.6 1.3 -1.5
C -1.6 -0.4 -0.3
C 0.5 -0.1 1.7
O 1.0 -0.1 0.2
C -4.7 0.7 -0.2
O 3.5 0.4 -1.4
O 0.8 -1.9 1.5
H -0.8 -0.2 0.1
H 0.3 0.2 0.6
H 0.1 -0.1 -0.2
H -0.6 0.4 -0.7
H 0.1 0.0 0.1
H -0.2 -0.2 0.2
C -2.8 0.4 1.0
O 0.8 0.4 -1.8
C 0.2 -0.3 3.7
C -0.1 -0.8 -1.0
O -0.2 0.3 1.3
C 2.7 -1.6 0.5
C -2.4 -0.8 -0.8
O 0.4 0.4 2.1
C 0.2 0.4 -2.3
H 0.8 -0.2 -0.5
H -0.4 -0.7 -0.3
H 0.6 0.4 0.1
H -0.3 -0.4 -0.4
H 1.0 0.3 -0.6
H -0.2 0.7 -0.8
H -0.6 0.5 -0.1
H -0.9 0.2 -0.6
H 0.3 0.0 0.3
H 0.3 0.4 -0.7
H 0.3 0.1 0.8
H 0.0 -0.2 0.3
H 0.2 0.2 0.0
H -0.1 0.1 -0.2
C 1.6 -0.3 0.4
O -2.2 -0.1 -0.5
C 0.7 -1.0 2.1
C 0.8 0.7 -3.5
O 0.1 -0.8 0.8
C 2.0 1.9 1.5
C -0.3 -1.5 -0.2
O -1.3 -0.6 -0.8
C 0.1 -0.4 -0.9
H -0.6 -0.2 0.3
H 0.2 0.3 0.4
H -0.1 -0.3 0.1
H -0.1 0.2 -0.8
H -0.2 0.5 -0.6
H 1.3 0.3 -0.1
H -0.8 1.2 1.2
H -0.5 -0.2 -0.2
H -0.4 -0.5 -0.2
H -0.1 1.0 -1.3
H -0.8 -0.6 1.1
H 0.5 0.6 0.4
H -0.1 0.0 0.6
H 0.4 -0.1 0.0
C -1.8 -1.1 0.8
O 0.1 1.7 1.0
C 0.1 1.3 0.5
C -2.4 -0.9 -1.6
O -2.0 -4.2 -0.8
C 0.8 0.3 -0.3
C -1.1 0.1 1.2
O 0.3 0.7 -1.9
C 1.4 0.7 -0.6
H 0.3 0.2 -0.1
H -0.5 -0.1 -0.7
H 0.5 -0.2 -0.4
H 0.7 0.5 -0.2
H 1.1 0.0 0.3
H 0.5 0.9 0.5
H 0.5 -0.2 0.1
H 1.2 1.9 0.7
H 0.1 0.4 0.4
H -0.2 -1.0 -0.2
H 0.9 0.4 1.1
H -1.0 -0.8 -0.9
H 0.3 -0.2 1.2
H 0.3 -0.5 0.0
C -1.1 -0.9 0.7
O 3.4 -0.6 -0.7
C -1.5 1.0 0.0
C 0.0 0.1 0.3
O 0.5 -1.2 -0.1
C -0.7 0.5 0.3
C -0.3 -1.4 -0.2
O 0.1 0.4 -1.3
C 0.5 -0.1 0.6
H 0.5 0.5 -0.6
H -0.9 0.4 0.7
H -0.1 0.1 0.4
H 0.2 0.6 -0.4
H -0.3 -0.6 0.1
H 0.4 0.1 0.4
H -0.3 -0.3 0.0
H 0.3 0.6 0.3
H 0.0 0.1 -0.2
H 0.5 -0.3 0.0
H -0.2 -0.1 0.1
H -0.4 0.3 -0.2
H -0.6 0.4 -0.4
H 0.2 0.5 0.4

The SMILES is CCOC(=O)C(F)(F)F.CCOC(=O)C(F)(F)F.CCOC(=O)C(F)(F)F.CCOC(=O)C(F)(F)F.C[C@H]1COC(=O)O1.C[C@H]1COC(=O)O1.C[C@H]1COC(=O)O1.COCCOCCOC.COCCOCCOC.COCCOCCOC.COCCOCCOC. The largest force on an atom is 5.67 eV/A. The relative energy (zero: lowest compared OMol25 entry of this formula, charge and spin) comes out at 9.472 eV. For the lowest unoccupied orbital energy, the calculation gives 0.06 eV.